No. 1
Computed, not measured: one molecule with the formula C4H8O2, with the ωB97M-V functional and the def2-TZVPD basis.

Results
ΔE to the lowest compared entry with this formula, charge and spin: 2.311 eV

Geometry (Å):
H  -0.285  -2.781  0.704
C  -0.621  -1.781  0.415
H  1.037  -0.794  1.480
H  -1.440  -1.480  1.075
H  -1.537  0.307  -1.103
C  0.519  -0.804  0.521
O  -0.539  1.799  -2.020
H  -1.033  1.569  0.020
H  0.389  2.055  -2.087
H  1.154  1.265  0.092
O  1.321  -0.698  -0.645
C  0.532  0.433  -0.251
C  -0.717  0.997  -0.875
H  -0.984  -1.832  -0.616

Charge distribution, Löwdin scheme, values in e: 0.08, -0.04, 0.14, 0.09, 0.12, -0.32, -0.04, 0.13, 0.09, 0.15, 0.00, -0.26, -0.22, 0.08

No. 2
Computed, not measured: one molecule with the formula C4H8O2 in a non-equilibrium geometry, with the ωB97M-V functional and the def2-TZVPD basis.

Results
ΔE to the lowest compared entry with this formula, charge and spin: 2.868 eV

Geometry (Å):
H  1.625  -0.561  -0.551
C  0.065  -0.188  1.503
C  -0.948  1.521  -0.236
H  -0.417  0.528  2.169
H  -0.079  -2.113  1.267
O  -0.583  -1.415  1.697
H  -1.425  2.036  0.584
O  0.605  0.269  -2.230
C  -0.164  0.494  -0.027
H  1.128  -0.229  1.778
C  0.571  -0.456  -0.831
H  -1.050  1.920  -1.232
H  0.630  -0.401  -2.923
H  0.042  -1.406  -0.966

Charge distribution, Löwdin scheme, values in e: 0.12, -0.21, 0.07, 0.10, 0.08, -0.06, 0.07, -0.12, -0.26, 0.11, -0.15, 0.06, 0.06, 0.13

No. 3
Computed, not measured: one molecule with the formula C4H8O2, with the ωB97M-V functional and the def2-TZVPD basis.

Results
ΔE to the lowest compared entry with this formula, charge and spin: 2.639 eV

Geometry (Å):
H  -2.859  0.711  0.557
O  0.865  -1.610  0.839
H  0.680  0.412  1.189
C  0.842  -0.270  0.354
C  -0.282  -1.158  0.125
H  -1.569  0.791  -0.658
O  -1.489  -0.802  0.712
H  -0.430  -1.765  -0.766
H  1.146  1.243  -1.024
H  2.684  0.615  -0.393
H  1.756  -0.304  -1.617
H  -1.232  1.254  1.021
C  -1.795  0.554  0.392
C  1.684  0.329  -0.732

Charge distribution, Löwdin scheme, values in e: 0.09, 0.04, 0.14, -0.32, -0.33, 0.10, -0.09, 0.17, 0.08, 0.08, 0.08, 0.09, -0.09, -0.03

One value per record, in order, for frontier orbital gap: 0.415 0.388 0.417 hartree.